Record 1
{
  "formula": "C14H36BaClN2O9",
  "method": "ωB97M-V/def2-TZVPD",
  "species": ["H", "H", "H", "H", "H", "H", "H", "H", "C", "C", "H", "C", "H", "Cl", "C", "O", "H", "H", "O", "H", "H", "C", "N", "H", "H", "C", "C", "H", "O", "H", "H", "C", "H", "O", "O", "H", "O", "H", "H", "C", "C", "H", "C", "H", "Ba", "O", "C", "H", "O", "H", "H", "O", "H", "H", "H", "C", "H", "C", "H", "H", "H", "H", "N"],
  "xyz": [[37.74339, -1.75791, -3.40813], [36.42143, -2.03305, -0.01543], [35.07993, 2.02736, -10.66497], [37.81493, 1.86841, -3.54254], [33.33220, 3.02556, -4.03585], [34.68845, 1.96052, -5.66694], [34.61177, -4.35407, -2.40993], [37.25476, -3.26094, -1.84854], [33.29805, 1.94623, -4.20179], [35.85901, -4.39813, -3.98403], [32.19755, 2.06004, -6.05173], [35.76988, 2.19255, -4.04362], [32.67460, -4.54494, -6.60815], [35.87200, -0.99117, -7.71007], [35.26335, 0.07534, -1.14575], [34.41484, -3.66916, -5.74511], [35.66352, 2.23846, -2.95893], [34.55390, 0.57934, -1.81070], [35.11499, -1.27025, -1.52626], [35.02140, -5.67742, -5.59489], [33.77568, 3.29448, -12.25476], [34.01064, 1.80299, -10.67555], [34.63805, 1.56002, -4.73266], [36.67074, -3.85854, -4.47126], [34.99542, 0.33213, -0.11810], [33.54977, -3.92095, -6.82346], [31.05144, -0.41192, -5.95992], [36.28312, -4.36876, -0.99881], [35.51057, -1.81843, -8.81023], [34.01974, -4.33699, -7.71885], [33.75532, 0.97240, -11.33756], [32.17875, 1.46575, -5.12791], [31.24154, -1.41113, -6.34813], [36.43247, 0.25837, -8.19152], [36.79851, -1.64495, -6.80263], [33.07406, 1.49506, -3.22689], [32.19994, 0.06154, -5.28313], [35.97217, 3.22189, -4.35895], [33.86189, -5.10387, -4.40419], [34.74806, -4.81144, -4.99036], [37.09379, 1.42922, -4.23689], [36.27609, -5.31994, -3.56185], [36.20786, -3.48300, -1.63754], [30.19719, -0.49190, -5.27090], [34.43282, -1.36272, -4.15771], [33.54086, 1.63098, -9.35072], [33.38117, 3.06591, -11.26348], [34.88430, -2.74785, -0.10081], [34.65166, -0.66956, -6.96169], [33.65145, 3.91255, -10.62601], [32.29244, 3.03629, -11.32450], [36.83963, 0.07593, -3.82631], [38.66102, -0.69658, -4.45673], [38.50197, -0.35215, -2.70511], [33.13191, -2.98146, -7.19635], [35.65903, -2.31735, -0.74541], [34.24876, 1.23678, -8.82976], [37.98651, -0.71308, -3.60038], [30.70667, 0.24509, -6.76042], [37.51124, 1.39465, -5.24315], [31.21120, 1.77827, -4.70927], [36.24481, 0.51186, -1.34836], [35.29705, -3.69633, -2.77041]],
  "forces_ev_per_angstrom": [[-0.5, 0.1, -0.2], [0.2, 0.5, -0.4], [0.1, -0.6, -0.1], [0.2, 0.1, -0.1], [-0.8, 0.1, -0.1], [-0.2, -0.7, -0.3], [-0.3, 0.2, -0.1], [-0.2, 0.1, -0.9], [0.5, -0.3, -0.2], [-0.3, -1.4, 0.9], [0.4, -0.8, -0.5], [1.2, -0.1, 0.1], [0.3, -0.2, 0.6], [0.3, 1.0, -0.5], [-0.3, 0.9, -0.1], [0.0, 0.1, 0.1], [-0.6, -0.1, 0.0], [0.1, 0.3, 0.3], [0.4, -0.5, -0.1], [0.3, 0.2, -0.2], [0.0, -0.2, 0.0], [-0.2, 1.3, -0.6], [-0.2, 0.1, 0.5], [-0.2, 0.3, 0.0], [-0.2, -0.5, 0.1], [-1.2, 0.3, -1.6], [-1.0, -0.3, 0.2], [-0.2, 0.0, 0.0], [0.2, -0.5, 0.1], [0.5, -0.2, 0.4], [0.3, -0.3, 0.3], [-0.4, 1.6, 0.3], [0.2, 0.1, -0.1], [-0.2, -0.6, 0.5], [-0.3, 0.0, 0.1], [0.5, -0.1, 0.1], [0.5, 0.2, 0.0], [-0.3, 0.1, -0.1], [0.0, -0.2, -0.1], [0.3, 0.5, 1.4], [-0.5, -0.6, 0.4], [0.3, -0.1, -0.6], [0.0, 1.0, 0.9], [0.2, 0.0, 0.1], [0.4, 0.8, -1.5], [-0.1, -0.2, 0.3], [0.0, 0.3, 0.3], [-0.4, 0.2, -0.2], [-0.3, -0.1, 0.8], [-0.1, 0.0, 0.0], [0.0, -0.2, 0.0], [-0.7, -0.5, 0.0], [0.0, 0.1, -0.1], [0.2, 0.1, -0.1], [0.3, 0.2, 0.3], [0.0, -1.5, 0.6], [0.0, -0.2, -0.1], [0.7, 0.3, 0.1], [0.5, 0.0, -0.2], [-0.2, 0.3, -0.2], [0.1, -0.2, 0.4], [0.1, -0.4, 0.0], [0.1, -0.1, -0.9]],
  "lowdin_charge": [0.066, 0.136, 0.114, 0.132, 0.132, 0.128, 0.117, 0.114, -0.189, -0.167, 0.142, -0.187, 0.102, 0.649, -0.098, -0.349, 0.108, 0.057, -0.371, 0.142, 0.072, -0.319, -0.114, 0.121, 0.112, -0.098, -0.075, 0.129, -0.301, 0.109, 0.111, -0.220, 0.088, -0.335, -0.370, 0.102, -0.328, 0.134, 0.129, -0.198, -0.158, 0.127, -0.182, 0.100, 2.042, -0.092, -0.099, 0.126, -0.508, 0.071, 0.070, -0.379, 0.108, 0.103, 0.081, -0.180, 0.035, -0.089, 0.108, 0.138, 0.135, 0.095, -0.178],
  "orbital_gap_ev": 8.56,
  "max_force_ev_per_a": 1.99,
  "de_lowest_ev": 0.0000,
  "molar_mass_g_mol": 549.228,
  "energy_ha": -1826.92093,
  "total_charge": 1
}

Record 2
{
  "formula": "C14H36BrF6N3O11S2V",
  "method": "ωB97M-V/def2-TZVPD",
  "species": ["C", "H", "H", "C", "H", "H", "O", "H", "C", "V", "F", "C", "N", "C", "H", "H", "O", "O", "H", "C", "O", "H", "H", "C", "Br", "C", "C", "O", "H", "C", "O", "H", "H", "C", "O", "H", "F", "F", "H", "H", "H", "H", "H", "S", "H", "H", "O", "C", "H", "H", "H", "S", "H", "N", "H", "O", "F", "H", "H", "C", "H", "N", "H", "H", "H", "O", "H", "C", "F", "O", "H", "F", "H", "H"],
  "xyz": [[1.07739, -2.72657, -4.20699], [3.08238, -0.83037, -5.83788], [-2.62783, 1.99980, 1.93413], [5.43439, -0.96767, 0.86275], [-4.78266, 5.35232, 2.33690], [-6.36489, 2.65571, 2.13087], [0.06350, -2.53470, 0.62886], [0.52910, -4.63467, -3.31721], [2.09074, -0.90283, -6.28454], [-0.95425, -0.62599, -0.06500], [2.20922, -1.99633, 2.73884], [1.17962, -3.78768, -3.09918], [-0.43524, -2.58102, -4.57714], [4.67107, 1.37627, 0.22401], [5.23564, 3.66753, -1.05916], [3.40664, -0.24407, 1.02963], [0.88062, -4.90593, 0.57609], [5.71644, 1.63093, -0.63651], [3.03977, -1.23028, -0.82891], [-4.15056, -2.46042, 2.99032], [0.14508, -0.73189, -1.25448], [-7.20043, 6.37921, 3.16928], [5.91195, -0.57771, 1.76161], [-2.94316, 2.96520, 2.32996], [0.61770, 0.81319, 1.77711], [-4.33846, 3.19480, 2.94867], [6.03653, 3.05692, -0.64222], [-1.92572, 0.59750, -0.42711], [-0.86375, -3.49063, -4.67252], [1.79877, -3.27048, 2.61612], [-4.83731, -0.14480, 1.88362], [-0.93416, -2.16003, -3.80645], [2.16383, -0.30990, -7.19623], [1.93753, -3.13515, -5.45390], [1.66489, -2.24351, -6.50261], [3.81793, 1.95531, -0.12949], [-4.60893, -3.09285, 1.87848], [2.91422, -4.05684, 2.78365], [6.24328, -0.97949, 0.13223], [1.26667, -0.39336, -5.78509], [-4.51092, 2.64949, 3.87657], [2.18889, -4.18287, -2.98392], [1.33633, -1.70159, -3.94152], [-3.64148, -0.67118, 2.54159], [4.85047, 1.83018, 1.19863], [-5.97963, 6.57771, 4.40237], [2.38404, -3.10995, -0.03621], [4.25936, -0.12750, 0.36077], [-0.64462, -2.08680, -5.43271], [2.97656, -3.13039, -5.12451], [6.90430, 3.29908, -1.25576], [1.20595, -3.47354, 0.77200], [-2.96788, 3.62661, 1.46392], [3.76774, -0.55075, -0.99742], [0.91502, -3.28801, -2.16729], [-6.05201, 4.65619, 3.77174], [0.68838, -3.56467, 3.37093], [-5.09613, 1.69606, 1.65179], [-2.18584, 3.34777, 3.01421], [-4.72773, 4.69889, 3.20759], [5.14673, -1.99965, 1.06366], [-5.37768, 2.62840, 1.91930], [-5.30458, 3.19921, 1.08927], [-7.57369, 5.79338, 4.71264], [-3.97465, 5.14691, 3.85587], [-3.38029, -0.02760, 3.84071], [4.56800, -0.93105, -1.48226], [-6.73438, 5.88845, 4.02370], [-5.17619, -2.44852, 3.82249], [-2.49348, -0.72797, 1.72767], [6.25289, 3.42742, 0.35979], [-3.09765, -3.09590, 3.53448], [1.93279, -4.21293, -5.61660], [3.37384, 0.23561, -1.49398]],
  "forces_ev_per_angstrom": [[0.4, -1.1, -0.9], [-0.2, -0.1, 0.5], [-0.5, -0.3, 0.6], [0.1, -0.5, -0.6], [0.3, -0.3, -0.6], [-0.2, -0.1, 1.0], [0.1, -0.4, 0.5], [-0.1, 0.0, 0.1], [-0.5, 0.3, -0.3], [1.8, 2.8, 1.1], [-0.6, -0.8, 0.7], [-0.2, 1.2, 0.0], [0.8, -0.7, 0.3], [-1.6, 0.2, 0.9], [-0.4, -0.3, 0.1], [0.0, 0.4, 0.0], [0.0, 2.7, 0.7], [1.5, 0.8, -0.8], [-0.6, -1.2, -0.1], [0.2, 0.8, -0.9], [-1.5, 0.1, 0.4], [0.3, -0.4, -0.7], [-0.5, 0.3, 0.1], [-0.7, 1.4, -0.2], [-0.9, -0.9, -1.4], [-0.9, 0.1, -0.4], [0.0, -0.3, -0.1], [1.2, -1.8, -0.3], [0.0, -0.6, -0.2], [-0.6, -0.2, -2.2], [0.2, -0.1, -0.4], [0.0, 0.6, 0.5], [0.0, -0.8, -0.6], [-0.4, 1.0, 1.7], [0.3, -0.9, -1.0], [-0.7, -0.1, -0.1], [0.9, 0.0, 0.4], [-2.2, 0.7, 0.5], [0.0, 0.0, -0.2], [0.4, 0.3, 0.8], [0.0, -0.1, -0.1], [0.0, 0.2, -0.1], [0.1, -0.3, 0.4], [-2.8, 1.1, 4.5], [0.2, -0.4, 0.5], [-0.3, 0.3, 0.4], [-0.4, 1.0, 0.4], [1.3, 1.8, 0.8], [0.4, 0.5, -0.4], [0.4, 0.9, 0.3], [0.1, -0.8, 0.0], [0.2, -2.5, -0.5], [0.5, 0.2, -0.3], [0.5, 0.0, 0.9], [-0.1, -0.5, 0.2], [-0.2, -0.6, -0.1], [2.7, 0.4, -0.4], [0.1, -1.5, 0.1], [0.0, -0.2, 0.0], [-0.9, -0.7, 0.1], [-0.1, 0.0, 0.0], [1.0, 1.3, 0.1], [0.2, 0.3, -0.4], [0.5, -0.6, 0.3], [-0.1, -0.1, 0.4], [-0.4, -1.0, -1.6], [0.0, -0.3, -0.6], [0.9, 0.6, -0.1], [0.3, 0.1, 0.5], [3.0, -1.3, -2.6], [-0.1, -0.3, 0.2], [-0.9, 0.1, -0.5], [-1.3, 0.0, -1.1], [-0.1, 0.3, -0.2]],
  "lowdin_charge": [-0.262, 0.102, 0.050, -0.020, 0.127, 0.160, -0.438, 0.100, -0.081, 0.757, 0.078, -0.018, 0.249, -0.238, 0.089, 0.098, -0.313, -0.175, 0.103, -0.620, -0.444, 0.082, 0.101, -0.024, 0.014, -0.233, -0.055, -0.364, 0.160, -0.535, -0.335, 0.156, 0.098, -0.184, -0.171, 0.121, 0.104, 0.107, 0.086, 0.083, 0.148, 0.104, 0.126, 0.501, 0.136, 0.088, -0.367, -0.278, 0.158, 0.130, 0.091, 0.565, 0.086, 0.250, 0.053, -0.206, 0.118, 0.083, 0.100, -0.158, 0.086, 0.229, 0.153, 0.092, 0.132, -0.304, 0.163, -0.083, 0.151, -0.388, 0.092, 0.136, 0.139, 0.159],
  "orbital_gap_ev": 7.58,
  "max_force_ev_per_a": 5.38,
  "de_lowest_ev": 0.0000,
  "molar_mass_g_mol": 731.422,
  "energy_ha": -6460.24945,
  "total_charge": 1
}